15
Properties=species:S:1:pos:R:3:nbo_charge:R:1 method="wB97M-V/def2-TZVPD" homo_ev=-9.960 homo_lumo_gap_ha=0.3929 lumo_energy_ev=0.730 e_above_lowest_kj_mol=298.9
O -0.31821 1.17650 -1.04149 -0.59
N 2.11390 2.13312 -0.18716 -0.72
N 0.47142 -1.11613 1.21595 -0.83
C 0.43781 -0.85199 -0.14143 -0.29
C -0.61742 0.08984 -0.57855 0.59
C 2.94589 1.72066 0.48369 0.24
C -2.02542 -0.16393 -0.29236 -0.73
H 1.36261 -0.75844 -0.70332 0.20
H -2.38166 -1.08234 -0.77399 0.23
H 1.06684 -1.85115 1.56072 0.38
H 1.30947 2.25680 -0.77869 0.47
H -2.76444 0.58837 -0.55075 0.24
H -0.14249 -1.76738 -0.68000 0.18
H -2.14125 -0.35993 0.77732 0.26
H 0.76542 -0.24204 1.64069 0.37

---

10
Properties=species:S:1:pos:R:3:nbo_charge:R:1 method="wB97M-V/def2-TZVPD" homo_ev="-8.501 / -8.243" homo_lumo_gap_ha="0.2026 / 0.2358" lumo_energy_ev="-2.989 / -1.825" e_above_lowest_kj_mol=764.4
S 1.98037 2.80891 -0.09539 -0.10
O 1.46330 0.78512 -0.54892 -0.43
N -0.64170 0.19991 0.42551 -0.42
N -0.91367 -2.40428 -0.98922 -0.35
N -1.38203 -0.89112 0.89177 -0.49
C -1.27671 -1.99467 0.12840 0.09
C 0.43720 0.27447 -0.23707 0.88
H 2.96560 3.19048 -1.11038 0.16
H -1.11064 1.03806 0.74028 0.46
H -1.52172 -3.00687 0.79503 0.21

---

92
Properties=species:S:1:pos:R:3:mulliken_charge:R:1 method="wB97M-V/def2-TZVPD" homo_ev=-16.176 total_charge=+4 homo_lumo_gap_ha=0.1965 lumo_energy_ev=-10.829
O 10.95962 2.11700 -10.47002 -0.62
O 13.12139 2.56578 -10.21260 -0.54
N 18.07322 -3.78318 -14.93279 0.02
N 10.25888 1.34872 -5.84191 0.42
N 14.59438 -0.83375 -10.21694 0.41
N 6.33831 -1.23959 -7.80767 0.11
N 15.86892 2.43064 -12.67113 0.17
N 8.63178 1.51274 -4.40271 0.12
N 16.49092 -0.22081 -9.33002 0.44
N 6.91104 0.76188 -8.41514 0.25
C 17.63450 0.89197 -12.87520 -0.59
C 10.18216 0.17916 -5.14383 -0.41
C 13.25730 -0.78152 -10.78263 -0.39
C 17.17509 2.13080 -12.49280 -0.51
C 16.64676 -1.90565 -15.07575 -0.62
C 18.25610 -2.07006 -13.28948 -0.43
C 17.07875 -3.14076 -15.53732 -0.29
C 11.91330 2.94390 -10.33540 0.58
C 11.11186 1.66017 -7.00319 -0.40
C 9.32338 2.18167 -5.33841 -0.27
C 16.71097 -1.46435 -9.88060 -0.46
C 17.13039 1.61427 -7.70660 -1.26
C 7.17995 -0.53720 -8.57014 -0.20
C 12.50893 2.06084 -6.53140 -1.04
C 18.48455 -5.14688 -15.37884 -0.90
C 15.41134 3.83514 -12.43121 -0.84
C 15.50719 -1.85168 -10.37816 -0.69
C 16.77446 -0.03624 -13.45798 1.12
C 5.82708 0.89310 -7.57124 -0.32
C 11.67438 4.44298 -10.25353 -1.27
C 17.18723 -1.37906 -13.92111 0.58
C 9.17128 0.26399 -4.25227 -0.42
C 17.55097 0.59460 -8.74551 -0.14
C 5.53102 -0.36549 -7.13336 -0.53
C 7.63218 1.86429 -9.05574 0.29
C 18.63115 -3.29948 -13.80828 -0.62
C 6.42267 -2.69153 -7.56115 -0.79
C 15.41011 0.28191 -13.50003 -0.62
C 7.55452 2.10747 -3.63547 -0.82
C 14.98203 1.54310 -13.11563 -0.73
C 7.61506 1.83324 -10.57607 -1.29
C 15.24833 0.15338 -9.56520 -0.38
H 13.20396 -0.11546 -11.63730 0.18
H 17.81622 2.90789 -12.10574 0.47
H 13.97848 1.91022 -13.28766 0.50
H 14.64937 3.77970 -11.64918 0.26
H 16.24339 4.47188 -12.15655 0.33
H 6.88497 1.32622 -3.28869 0.32
H 10.74802 -0.69201 -5.43064 0.47
H 18.47310 -5.79702 -14.51192 0.39
H 8.07202 0.92410 -10.96284 0.33
H 17.83647 2.41834 -7.51381 0.42
H 11.05838 0.78016 -7.64390 0.33
H 13.06736 2.24403 -7.45455 0.14
H 16.69850 -3.51625 -16.47778 0.42
H 7.47484 -2.95260 -7.47137 0.34
H 17.81858 -5.47769 -16.17128 0.34
H 12.50950 2.95089 -5.90861 0.40
H 8.06596 -0.86067 -9.08934 0.44
H 17.70189 -1.87326 -9.78953 0.58
H 16.98538 1.14094 -6.73299 0.33
H 15.89446 -1.40227 -15.66653 0.57
H 7.00315 2.80686 -4.26557 0.35
H 8.17766 2.68672 -10.94636 0.36
H 12.55776 -0.43735 -10.02405 0.05
H 15.24334 -2.69853 -10.99133 0.48
H 19.46421 -5.08410 -15.85192 0.36
H 14.72179 -0.45604 -13.88569 0.53
H 7.91712 2.73563 -2.82145 0.34
H 12.40700 4.89671 -9.58667 0.32
H 6.59900 1.92024 -10.96139 0.42
H 19.41399 -3.84353 -13.29828 0.47
H 8.66762 1.81692 -8.71796 -0.35
H 5.91795 -2.86372 -6.61683 0.32
H 4.86553 -0.65308 -6.33714 0.47
H 10.67787 4.65816 -9.87604 0.31
H 10.66470 2.45996 -7.58996 0.09
H 18.69539 0.67292 -12.90848 0.68
H 8.70830 -0.45726 -3.60095 0.48
H 9.14694 3.20940 -5.60864 0.46
H 18.39466 -0.03545 -8.45632 0.44
H 5.49423 1.90632 -7.42059 0.51
H 13.03822 1.25367 -6.02352 0.40
H 18.67057 -1.67815 -12.37442 0.48
H 5.99423 -3.20080 -8.41973 0.32
H 12.89926 -1.77094 -11.06346 0.30
H 14.97372 4.17020 -13.36951 0.39
H 18.08394 1.14440 -9.53525 0.20
H 11.87763 4.86623 -11.23779 0.38
H 14.80213 1.12663 -9.38750 0.17
H 16.18846 2.08623 -7.99229 0.30
H 7.16522 2.78920 -8.72058 0.32

---

49
Properties=species:S:1:pos:R:3:nbo_charge:R:1 method="wB97M-V/def2-TZVPD" s2=0.761 homo_ev="-8.314 / -8.362" multiplicity=2 homo_lumo_gap_ha="0.2376 / 0.2082" lumo_energy_ev="-1.850 / -2.696" e_above_lowest_kj_mol=238.1
Ir 0.07522 0.29408 -0.03751 1.48
Cl 2.42720 2.31469 0.87801 2.54
Cl -2.99889 -0.66607 0.32804 -0.01
Cl -3.43111 -0.98915 -2.53557 0.02
O 2.44960 2.75055 2.23004 -0.82
O 3.51119 2.84051 0.12207 -0.81
O 2.43780 0.84512 0.82234 -0.88
O -2.90616 2.15329 -2.31573 -0.58
O 1.15665 2.71841 0.24696 -0.88
O 1.24486 -1.08304 3.57970 -0.54
O -1.23209 1.37582 -1.12397 -0.74
O -0.42566 -2.50420 -2.99078 -0.56
N -0.56231 1.26750 1.75406 -0.45
N 0.97901 0.50454 -1.91560 -0.37
N -0.06639 -1.51300 -0.93158 -0.53
N 0.37650 -1.00984 1.42913 -0.56
C 0.39049 -4.73261 1.65940 -0.21
C 0.67737 -0.52056 2.67816 0.65
C 1.17145 1.07544 -4.62883 -0.12
C 1.72138 1.91631 -3.67733 -0.22
C 0.00132 -2.67998 -0.14464 0.10
C -0.11452 -1.56703 -2.28780 0.63
C 1.59530 1.62060 -2.33388 0.09
C 0.35429 -2.40099 1.17420 0.18
C 0.03023 1.52628 4.04093 -0.19
C -0.16348 -3.99120 -0.57236 -0.22
C -0.62874 2.74222 4.06541 -0.11
C -1.17544 2.45533 1.75816 0.10
C 0.03708 0.82172 2.85856 0.14
C 0.54462 -0.08088 -4.19921 -0.20
C -3.39471 0.15917 -1.18839 -0.32
C -1.24125 3.21032 2.91037 -0.23
C 0.47334 -0.31839 -2.84750 0.13
C 0.54766 -3.42333 2.09269 -0.23
C -2.45821 1.31743 -1.57055 0.75
C 0.03834 -5.01012 0.34951 -0.20
H 2.24273 2.82094 -3.95389 0.24
H 1.22892 1.31765 -5.68127 0.23
H -0.44892 -4.20375 -1.58715 0.26
H 0.54495 -5.54098 2.36130 0.22
H -1.59960 2.78255 0.81980 0.24
H -4.39147 0.56758 -1.07145 0.25
H 0.82803 -3.20394 3.10851 0.25
H -0.65619 3.33068 4.97234 0.23
H -1.75591 4.15970 2.88974 0.24
H 0.55019 1.11112 4.89210 0.26
H -0.09247 -6.03619 0.03219 0.22
H 0.10220 -0.80892 -4.86404 0.26
H 2.00561 2.28461 -1.59469 0.26

---

F_max values, unit eV/Å, following the record order: 5.98, 3.70, 2.29, 1.62.